ORCA calculation (ωB97M-V/def2-TZVPD) on a molecular structure, C25H32AsF9IrN4S2.

Geometry (Å):
1 Ir -0.24 -0.54 -0.74
2 C -0.85 -3.38 0.10
3 N -0.44 -2.07 0.65
4 C 0.78 -2.28 1.47
5 C -1.54 -1.59 1.56
6 C -1.27 -0.16 1.97
7 N -0.88 0.49 0.73
8 C -0.97 1.88 0.58
9 C -0.80 2.43 -0.69
10 F -0.56 1.56 -1.75
11 C -0.83 3.78 -0.95
12 F -0.66 4.19 -2.21
13 C -1.02 4.68 0.08
14 C -1.17 4.16 1.35
15 F -1.32 4.98 2.39
16 C -1.14 2.80 1.61
17 F -1.25 2.39 2.88
18 H -0.92 -4.11 0.91
19 H -0.12 -3.72 -0.63
20 H -1.81 -3.29 -0.39
21 H 1.17 -1.33 1.84
22 H 1.53 -2.79 0.88
23 H 0.52 -2.93 2.31
24 H -1.63 -2.25 2.42
25 H -2.46 -1.64 0.98
26 H -0.47 -0.07 2.72
27 H -2.18 0.27 2.40
28 H -1.05 5.74 -0.10
29 C 2.46 0.34 -1.35
30 C 3.90 0.25 -1.92
31 N 3.98 -0.77 -2.95
32 C 2.97 -0.52 -3.96
33 C 1.54 -0.63 -3.36
34 N 1.64 -0.79 -1.87
35 C 2.38 -2.05 -1.58
36 C 3.73 -2.06 -2.34
37 H 1.98 1.27 -1.65
38 H 2.46 0.28 -0.26
39 H 4.62 0.01 -1.13
40 H 4.19 1.21 -2.36
41 H 3.09 -1.24 -4.77
42 H 3.13 0.48 -4.38
43 H 1.02 -1.50 -3.75
44 H 0.94 0.25 -3.56
45 H 1.74 -2.88 -1.87
46 H 2.55 -2.07 -0.51
47 H 3.72 -2.82 -3.13
48 H 4.54 -2.30 -1.66
49 C 1.88 3.83 4.60
50 As 2.40 2.00 4.35
51 C 4.21 1.86 4.99
52 C 1.33 0.99 5.58
53 S 2.18 1.39 2.36
54 H 2.08 4.15 5.63
55 H 0.82 3.92 4.38
56 H 2.44 4.45 3.90
57 H 4.28 2.27 6.00
58 H 4.86 2.42 4.32
59 H 4.50 0.81 4.99
60 H 1.52 1.31 6.60
61 H 1.57 -0.06 5.47
62 H 0.28 1.16 5.34
63 F -6.78 -2.50 -0.95
64 C -5.53 -2.26 -1.33
65 C -4.76 -3.28 -1.88
66 F -5.28 -4.49 -2.03
67 C -3.46 -3.02 -2.25
68 F -2.74 -4.03 -2.75
69 C -2.88 -1.76 -2.10
70 S -1.22 -1.46 -2.64
71 C -3.68 -0.76 -1.55
72 F -3.21 0.48 -1.38
73 C -4.99 -1.00 -1.16
74 F -5.72 -0.03 -0.63

Summary:
LUMO energy in eV: -3.387
F_max in eV Å⁻¹: 0.47
Spin multiplicity: 1
Total energy in eV: -142202.5027
Net charge: +1
Energy above the lowest of the compared OMol25 structures with the same formula, charge and spin in eV: 0.0000

=====

ORCA calculation (ωB97M-V/def2-TZVPD) on a molecular structure, C25H32BMnO4 in a non-equilibrium geometry.

Geometry (Å):
1 O 4.25 1.21 -2.91
2 C 5.18 0.06 -2.91
3 C 6.30 0.83 -3.59
4 H 4.76 -0.77 -3.51
5 H 5.40 -0.28 -1.89
6 C 5.28 2.00 -3.57
7 H 6.56 0.48 -4.58
8 H 7.18 0.98 -2.96
9 C 4.82 2.39 -4.95
10 H 4.54 1.51 -5.53
11 H 5.61 2.94 -5.48
12 H 3.94 3.05 -4.88
13 C 5.72 3.19 -2.74
14 H 6.06 2.88 -1.75
15 H 4.90 3.91 -2.64
16 H 6.55 3.71 -3.24
17 Mn -1.77 1.13 1.15
18 C -2.51 1.18 3.09
19 C -2.13 -0.28 3.15
20 C -0.85 -0.26 2.35
21 H -1.87 -0.51 4.21
22 C -0.23 1.05 2.59
23 C -1.28 1.95 3.03
24 H -1.17 3.01 3.27
25 H -3.47 1.53 3.48
26 H -0.37 -1.16 1.97
27 H 0.82 1.28 2.43
28 C -3.82 1.25 0.85
29 C -3.17 2.53 0.59
30 C -2.27 2.35 -0.52
31 H -3.35 3.47 1.12
32 C -2.35 0.97 -0.95
33 C -3.30 0.29 -0.10
34 H -3.65 -0.74 -0.23
35 H -4.62 1.04 1.56
36 H -1.69 3.13 -1.03
37 H -1.89 0.55 -1.85
38 O 0.31 -0.22 -0.95
39 C 1.22 0.89 -0.84
40 C 2.64 0.33 -0.88
41 H 1.05 1.49 0.08
42 H 1.06 1.57 -1.71
43 C 2.46 -1.14 -1.35
44 H 3.14 0.38 0.10
45 H 3.19 0.94 -1.60
46 C 1.07 -1.43 -0.77
47 H 3.23 -1.81 -0.96
48 H 2.44 -1.17 -2.46
49 H 1.17 -1.66 0.31
50 H 0.54 -2.25 -1.28
51 O -4.55 -1.27 2.98
52 B -3.16 -1.41 2.95
53 O -2.80 -2.75 2.77
54 C -3.98 -3.45 2.70
55 C -4.16 -4.82 2.81
56 C -5.45 -5.27 3.11
57 C -6.51 -4.38 3.29
58 C -6.33 -2.99 3.17
59 C -5.06 -2.55 2.85
60 H -3.32 -5.49 2.66
61 H -5.63 -6.34 3.19
62 H -7.51 -4.77 3.51
63 H -7.14 -2.28 3.30

Summary:
⟨S²⟩: 6.253
LUMO energy (spin up / spin down) in eV: 0.639 / 0.537
F_max in eV Å⁻¹: 3.23
Spin multiplicity: 5
Total energy in eV: -66627.3360
Energy above the lowest of the compared OMol25 structures with the same formula, charge and spin in eV: 0.0000

=====

ORCA calculation (ωB97M-V/def2-TZVPD) on 8 unconnected molecules or ions with the total composition C25H32Cl2F4O21 in a non-equilibrium geometry.

Geometry (Å):
1 C -5.34 -5.83 -2.87
2 C -5.45 -5.78 -1.35
3 C -4.56 -6.74 -0.66
4 O -4.22 -6.05 0.49
5 C -4.49 -4.72 0.30
6 O -4.32 -3.90 1.12
7 O -5.12 -4.53 -0.89
8 H -4.32 -5.94 -3.23
9 H -5.81 -4.97 -3.35
10 H -5.93 -6.67 -3.23
11 H -6.48 -5.83 -0.99
12 H -3.65 -7.04 -1.18
13 H -5.17 -7.60 -0.35
14 C 5.54 -2.15 4.22
15 C 4.56 -1.77 5.29
16 C 3.20 -2.38 5.15
17 O 3.14 -3.22 6.29
18 C 4.15 -3.08 7.09
19 O 4.32 -3.69 8.15
20 O 4.98 -2.18 6.57
21 H 4.99 -2.10 3.28
22 H 5.86 -3.19 4.24
23 H 6.46 -1.58 4.16
24 H 4.38 -0.70 5.40
25 H 3.18 -2.98 4.24
26 H 2.41 -1.64 5.22
27 C 0.95 1.43 0.74
28 C 0.01 0.28 0.23
29 C -0.70 0.62 -1.04
30 O -0.38 -0.46 -1.91
31 C 0.46 -1.29 -1.28
32 O 0.85 -2.35 -1.72
33 O 0.78 -0.81 -0.10
34 H 1.49 0.96 1.57
35 H 0.41 2.29 1.14
36 H 1.67 1.74 -0.01
37 H -0.73 -0.06 0.95
38 H -0.47 1.61 -1.41
39 H -1.78 0.64 -0.86
40 C 5.96 5.13 2.59
41 Cl 6.83 3.93 1.54
42 Cl 5.74 4.47 4.21
43 H 6.59 6.02 2.64
44 H 5.03 5.43 2.11
45 C -0.84 5.14 8.48
46 C -0.67 5.95 7.19
47 O -0.94 5.05 6.17
48 C -1.32 3.90 6.72
49 O -1.61 2.88 6.07
50 O -1.50 3.97 8.01
51 F 0.54 6.57 7.09
52 H -1.41 5.68 9.24
53 H 0.07 4.77 8.96
54 H -1.44 6.72 7.16
55 C -3.53 9.67 1.01
56 C -2.08 9.22 0.69
57 O -2.16 7.81 0.51
58 C -3.41 7.53 0.18
59 O -3.84 6.38 -0.07
60 O -4.20 8.66 0.23
61 F -1.27 9.50 1.69
62 H -3.78 10.58 0.48
63 H -3.74 9.44 2.06
64 H -1.71 9.67 -0.24
65 C 0.47 1.50 -7.60
66 C 0.78 2.57 -6.52
67 O 1.34 3.64 -7.23
68 C 1.47 3.29 -8.53
69 O 2.04 3.95 -9.42
70 O 1.04 2.06 -8.73
71 F 1.67 2.14 -5.63
72 H -0.60 1.36 -7.72
73 H 0.99 0.56 -7.42
74 H -0.10 2.82 -5.94
75 C 1.02 -8.78 -7.75
76 C 0.07 -7.82 -7.10
77 O -0.45 -8.51 -6.05
78 C 0.39 -9.45 -5.70
79 O 0.20 -10.12 -4.71
80 O 1.27 -9.71 -6.71
81 F -0.85 -7.37 -7.95
82 H 1.90 -8.24 -8.09
83 H 0.58 -9.33 -8.58
84 H 0.60 -6.95 -6.72

Summary:
LUMO energy in eV: 0.047
F_max in eV Å⁻¹: 6.74
Spin multiplicity: 1
Total energy in eV: -105354.5072
SMILES: O=C1OC[C@@H](F)O1.O=C1OC[C@@H](F)O1.O=C1OC[C@@H](F)O1.O=C1OC[C@@H](F)O1.C[C@H]1COC(=O)O1.C[C@H]1COC(=O)O1.C[C@H]1COC(=O)O1.ClCCl
Energy above the lowest of the compared OMol25 structures with the same formula, charge and spin in eV: 4.0004